## one
C8H12O2 | ωB97M-V/def2-TZVPD

Last column: Löwdin charge in e.
CARTESIAN COORDINATES (ANGSTROEM)
C  -2.73857  -0.73477  1.12501  0.080
C  -1.71754  -0.04763  0.71228  -0.128
C  -0.91939  -0.22927  -0.43749  -0.397
O  -1.25256  -0.59567  -1.51200  0.136
C  0.51241  0.55966  -0.29902  -0.392
C  0.15762  2.03697  0.03069  -0.015
C  1.16700  0.42169  -1.66896  -0.023
C  1.26402  -0.29888  0.67521  -0.387
C  1.16268  -1.83976  0.45588  0.028
O  1.93583  0.19734  1.54737  0.099
H  -2.98215  -1.63186  0.52773  0.089
H  -3.27513  -0.58089  2.06655  0.079
H  -1.45284  0.84941  1.20608  0.082
H  1.13845  2.46943  0.38079  0.104
H  -0.38953  2.33718  0.95379  0.096
H  -0.01514  2.49809  -0.89784  0.067
H  0.87303  1.16104  -2.35234  0.071
H  0.85696  -0.49259  -2.11653  0.071
H  2.26439  0.55303  -1.53578  0.119
H  2.04614  -2.40817  0.52948  0.068
H  0.88686  -1.80124  -0.54147  0.032
H  0.47746  -2.42311  1.15054  0.123

Its spin multiplicity is 1. Its total charge is 0.

## two
C8H12O2 | ωB97M-V/def2-TZVPD

Last column: Löwdin charge in e.
CARTESIAN COORDINATES (ANGSTROEM)
C  2.20818  -1.03074  -1.37229  -0.078
C  1.13820  -0.99326  -0.35036  -0.308
C  -0.25536  -0.99950  -0.70071  -0.044
C  -1.22792  -1.04563  0.27084  -0.073
C  -0.88832  -1.30423  1.60651  -0.302
O  -1.81858  -1.45348  2.64412  -0.039
C  0.50904  -1.25267  1.99816  0.007
C  1.47271  -1.17392  0.96784  -0.070
H  1.71449  -0.58705  -2.24582  0.068
H  2.38248  -2.15260  -1.67796  0.120
H  3.20514  -0.59501  -1.22710  0.079
H  -0.63753  -0.88925  -1.68824  0.106
H  -2.30366  -0.96401  0.07798  0.118
H  -2.80907  -1.24878  2.14529  0.208
H  0.90831  -1.41051  3.00665  0.111
H  2.53242  -1.28616  1.26694  0.122
C  -0.96767  3.46322  -0.95273  -0.122
O  -1.70472  2.23468  -0.61938  -0.161
H  -0.51022  3.86530  0.06318  0.108
H  -1.61826  4.12509  -1.47033  0.056
H  -0.05117  3.22463  -1.51763  0.065
H  -1.27849  1.47390  -0.22493  0.028

Its spin multiplicity is 1. Its total charge is 0.

## three
C8H12O2 | ωB97M-V/def2-TZVPD

Last column: Löwdin charge in e.
CARTESIAN COORDINATES (ANGSTROEM)
C  0.78883  1.93139  -0.84800  0.161
C  0.82566  0.83825  -0.33951  -0.068
C  1.39704  -0.46953  0.20127  -0.626
C  2.77455  -0.20201  0.80328  0.016
O  1.47143  -1.36697  -0.81933  -0.017
O  0.52105  -0.94877  1.25107  -0.066
C  -0.78521  -0.41125  1.25096  -0.169
C  -1.32683  -0.17585  -0.14784  -0.334
C  -1.23895  -1.17496  -1.08734  0.006
C  -2.21739  1.01356  -0.33267  -0.055
H  0.66122  2.85930  -1.33780  0.039
H  2.70697  0.56667  1.56996  0.092
H  3.12802  -1.12835  1.25008  0.091
H  3.45494  0.11204  0.01597  0.093
H  0.39289  -1.48691  -1.16136  0.131
H  -1.40959  -1.14244  1.77685  0.140
H  -0.80321  0.53562  1.80640  0.129
H  -1.17398  -2.19732  -0.72817  0.101
H  -1.79516  -1.07086  -2.00952  0.082
H  -3.16978  0.81839  0.16438  0.095
H  -2.42176  1.19275  -1.38604  0.087
H  -1.78075  1.90723  0.10736  0.073

Its spin multiplicity is 1. Its total charge is 0.

Result of the stability comparison: two is the most stable of them.

## one
C8H12O2 | ωB97M-V/def2-TZVPD

Last column: Löwdin charge in e.
CARTESIAN COORDINATES (ANGSTROEM)
O  -2.15197  -1.64028  -0.34813  0.101
C  -1.64427  -0.56017  -0.02647  -0.366
O  -2.24687  0.71757  0.00889  0.018
C  -1.18983  1.68294  -0.02595  -0.120
C  0.08944  0.94462  0.54283  -0.274
C  1.42346  1.41404  -0.05502  -0.145
C  2.32424  0.24832  -0.63411  -0.193
C  2.18162  -0.97910  0.22323  -0.170
C  0.72176  -1.60085  0.31516  -0.113
C  -0.18150  -0.44956  0.06404  -0.285
H  -1.35564  2.54014  0.74792  0.161
H  -0.90440  2.02153  -1.00920  0.112
H  0.18945  0.94071  1.72080  0.184
H  1.12778  2.26020  -0.78864  0.132
H  1.90918  1.92688  0.78920  0.107
H  2.14231  0.08262  -1.65821  0.088
H  3.37259  0.60451  -0.63429  0.117
H  2.39530  -0.62862  1.20923  0.096
H  2.94277  -1.77610  0.02504  0.124
H  0.46788  -2.06326  1.31015  0.138
H  0.53792  -2.39176  -0.35699  0.098
H  0.01610  -0.33649  -1.06325  0.192

Its spin multiplicity is 1. Its total charge is 0.

## two
C8H12O2 | ωB97M-V/def2-TZVPD

Last column: Löwdin charge in e.
CARTESIAN COORDINATES (ANGSTROEM)
C  -0.40452  -0.25208  0.50910  -0.332
C  -1.07791  0.42613  -1.47446  -0.149
C  -0.68133  -0.86848  -0.85529  -0.147
C  -1.48146  -0.34321  1.55650  -0.040
C  -0.35345  1.01168  -2.63479  -0.115
C  1.20198  -1.41638  1.80150  -0.335
C  0.41219  0.81455  0.36615  -0.073
C  1.39090  1.66450  0.43041  0.057
O  2.52751  -1.13665  1.58239  0.013
O  0.87926  -2.33826  2.50890  0.031
H  3.05576  -1.77065  2.11325  0.108
H  -2.08851  0.77068  -1.28429  0.105
H  0.21237  -1.31054  -1.29696  0.125
H  -1.46987  -1.62201  -0.79069  0.120
H  -1.51906  -1.36689  1.93371  0.082
H  -1.28396  0.32618  2.39154  0.093
H  -2.45386  -0.09431  1.12059  0.088
H  0.72372  0.84645  -2.56320  0.075
H  -0.54017  2.08380  -2.73148  0.074
H  -0.68888  0.54945  -3.57758  0.080
H  2.33609  1.35960  0.86995  0.067
H  1.30320  2.66643  0.02474  0.071

Its spin multiplicity is 1. Its total charge is 0.

Result of the stability comparison: one is the most stable of them.

## one
CH2BNO | ωB97M-V/def2-TZVPD

Last column: Löwdin charge in e.
CARTESIAN COORDINATES (ANGSTROEM)
N  -2.40156  0.15319  -0.01998  0.211
C  -1.30107  0.09413  -0.31939  -0.143
B  0.08868  0.31631  -0.10641  0.012
O  1.17193  -1.14761  -0.08124  -0.145
H  0.45550  1.32546  0.23711  0.045
H  1.98651  -0.74148  0.28990  0.020

Its spin multiplicity is 1. Its total charge is 0.

## two
CH2BNO | ωB97M-V/def2-TZVPD

Last column: Löwdin charge in e.
CARTESIAN COORDINATES (ANGSTROEM)
N  -0.00346  2.46256  0.22312  0.137
C  -0.10431  1.31744  0.14890  -0.131
B  0.02630  -0.20233  -0.16121  -0.318
O  0.22334  -1.17216  0.74498  0.161
H  -0.25356  -0.38296  -1.43108  0.102
H  0.11169  -2.02256  0.47529  0.050

Its spin multiplicity is 1. Its total charge is 0.

Result of the stability comparison: two is the most stable of them.

## one
C3H7O3 | ωB97M-V/def2-TZVPD

Last column: Löwdin charge in e.
CARTESIAN COORDINATES (ANGSTROEM)
O  -1.84367  1.99045  0.03170  -0.059
C  -0.73375  2.07619  0.54338  -0.607
O  0.27708  1.33270  0.47258  -0.077
H  -0.44239  2.89948  1.20945  0.088
H  0.22283  0.24047  -0.30219  -0.010
C  0.12959  -1.72529  -0.06719  -0.398
O  0.18729  -0.64908  -0.89489  -0.159
C  1.59804  -2.45295  -0.16467  -0.125
H  -0.66103  -2.53387  -0.30930  0.095
H  -0.05338  -1.58109  1.06747  0.109
H  1.81963  -3.22243  0.66830  0.057
H  2.38199  -1.74720  0.11788  0.036
H  1.80343  -2.83558  -1.19587  0.051

Its spin multiplicity is 1. Its total charge is -1.

## two
C3H7O3 | ωB97M-V/def2-TZVPD

Last column: Löwdin charge in e.
CARTESIAN COORDINATES (ANGSTROEM)
O  -2.90395  0.58853  0.58947  -0.115
C  -2.62732  -0.11203  -0.39412  -0.640
O  -1.52756  -0.64734  -0.69549  -0.135
H  -3.47647  -0.40690  -1.05494  0.085
H  0.10382  -0.72319  -1.11174  0.013
C  1.54726  0.31115  -0.35693  -0.357
O  1.07169  -0.65611  -1.26766  -0.125
C  1.07920  0.07227  1.06814  -0.106
H  1.21794  1.30798  -0.68285  0.102
H  2.63791  0.28102  -0.41189  0.092
H  1.63554  0.68205  1.78793  0.058
H  1.22210  -0.98033  1.32108  0.071
H  0.01983  0.28291  1.20899  0.055

Its spin multiplicity is 1. Its total charge is -1.

## three
C3H7O3 | ωB97M-V/def2-TZVPD

Last column: Löwdin charge in e.
CARTESIAN COORDINATES (ANGSTROEM)
C  -0.22571  2.75201  -0.41530  -0.295
O  -1.28245  2.23370  0.18044  -0.139
H  -1.23999  1.24355  0.48851  0.138
H  0.64709  2.23112  -0.07985  0.048
H  -0.06332  3.86404  -0.14281  0.096
H  -0.13003  2.67103  -1.45702  0.044
C  0.26154  -1.90713  -1.17861  -0.054
C  0.40830  -1.38174  0.22876  -0.795
O  0.68895  -0.12194  0.45700  -0.156
O  0.28085  -2.21124  1.09648  -0.052
H  -0.60105  -1.59241  -1.61948  0.012
H  0.15065  -2.99447  -1.08903  0.067
H  1.07308  -1.40588  -1.78079  0.086

Its spin multiplicity is 1. Its total charge is -1.

Result of the stability comparison: two is the most stable of them.

## one
C3H7O3 | ωB97M-V/def2-TZVPD

Last column: Löwdin charge in e.
CARTESIAN COORDINATES (ANGSTROEM)
C  -0.80436  0.00834  -1.84739  -0.220
O  -0.09526  -1.15755  -1.51356  -0.186
H  0.05410  -1.19617  -0.52114  0.010
H  -1.44506  -0.19830  -2.70996  0.061
H  -0.12486  0.85903  -1.87339  0.060
H  -1.59225  0.14903  -1.08623  0.075
C  0.82486  0.71621  1.06456  -0.057
C  0.17456  -0.49479  1.77870  -0.754
O  -0.14766  -1.49762  1.08226  -0.084
O  -0.03027  -0.30552  2.98843  -0.076
H  1.33129  0.58202  0.09462  0.051
H  1.77159  1.02828  1.52568  0.056
H  0.08334  1.50704  1.01742  0.063

Its spin multiplicity is 1. Its total charge is -1.

## two
C3H7O3 | ωB97M-V/def2-TZVPD

Last column: Löwdin charge in e.
CARTESIAN COORDINATES (ANGSTROEM)
C  0.13569  1.66397  -0.82329  -0.047
C  -0.22798  0.21278  -1.22261  -0.769
O  -0.95115  -0.47079  -0.45080  -0.114
O  0.17526  -0.11676  -2.36844  -0.105
H  0.95148  2.03257  -1.42827  0.050
H  0.35252  1.70745  0.25372  0.048
H  -0.79063  2.24126  -0.90373  0.061
C  0.72844  -1.24986  1.92248  -0.184
O  -0.03535  -0.08216  2.19232  -0.177
H  -0.67772  -0.01009  1.44078  0.048
H  1.77626  -1.07460  2.17463  0.063
H  0.28236  -2.08242  2.46523  0.065
H  0.75189  -1.40818  0.84520  0.062

Its spin multiplicity is 1. Its total charge is -1.

Result of the stability comparison: two is the most stable of them.

## one
C3H8NO2 | ωB97M-V/def2-TZVPD

Last column: Löwdin charge in e.
CARTESIAN COORDINATES (ANGSTROEM)
N  0.10192  -3.13444  0.12231  0.043
C  -0.03545  -1.70148  0.14620  -0.785
O  -1.10598  -1.29052  -0.42266  -0.133
O  0.92795  -1.05695  0.70612  -0.137
H  -0.37253  -3.52934  -0.69296  0.053
H  0.95056  -3.60922  0.49939  0.069
C  -0.82139  1.68520  -0.11123  -0.187
C  0.70597  1.92926  0.01291  -0.186
H  -1.48119  2.43000  0.37327  0.048
H  -0.97542  0.69267  0.35181  0.030
H  -1.09770  1.56896  -1.17638  0.057
H  0.88358  2.36448  1.01062  0.051
H  1.29582  0.99932  -0.07440  0.041
H  1.02387  2.65205  -0.74500  0.036

Its spin multiplicity is 1. Its total charge is -1.

## two
C3H8NO2 | ωB97M-V/def2-TZVPD

Last column: Löwdin charge in e.
CARTESIAN COORDINATES (ANGSTROEM)
N  -0.65285  -1.37527  -0.41363  0.011
C  0.02649  -0.09095  0.03037  -0.397
C  1.06737  -0.33222  1.21300  -0.518
O  0.51700  -0.10992  2.41098  -0.365
C  0.21853  0.74756  -1.15985  -0.303
O  -0.96627  1.04297  -1.88633  -0.086
H  -1.31797  -1.07059  -1.11257  0.028
H  -0.94946  -1.88674  0.40272  0.050
H  -0.71110  0.35693  0.68942  0.104
H  1.59691  -1.32102  1.06959  0.087
H  1.73869  0.51084  0.86993  0.066
H  0.85678  1.60642  -0.87218  0.111
H  0.89223  0.18547  -1.86738  0.127
H  -1.41976  1.64194  -1.27477  0.085

Its spin multiplicity is 1. Its total charge is -1.

Result of the stability comparison: one is the most stable of them.